# 1
Computed, not measured: a molecular structure, C15H22N2O4Si2, with the ωB97M-V functional and the def2-TZVPD basis.

The value obtained for the HOMO energy is -9.4 eV. The molecular weight comes out at 350.52 g/mol.

Each line ends with the Mulliken charge.
Geometry (Å):
C  3.68916  1.34703  1.24094  -1.07
C  2.85118  2.57876  0.90649  -0.65
N  1.82214  2.25728  -0.12790  -0.11
Si  0.56661  3.45488  -0.18941  0.33
O  -0.24111  3.43720  1.24372  -0.49
C  -0.87931  2.20363  1.59362  0.12
C  -0.05510  1.34050  2.55509  -1.04
O  -0.52335  3.09835  -1.38146  -0.23
Si  -0.03165  2.63576  -2.90115  0.37
C  0.63006  0.88483  -2.77186  0.40
C  -0.17290  -0.09972  -2.20525  -0.32
C  0.29585  -1.39383  -2.03742  -0.19
C  1.58794  -1.65753  -2.47089  -0.49
C  2.32362  -0.62261  -3.03216  -0.46
N  1.88106  0.62030  -3.18853  -0.49
H  3.85214  0.74122  0.35029  0.26
H  4.67565  1.66914  1.58553  0.38
H  3.24898  0.74493  2.03474  0.23
H  2.35209  2.96968  1.79055  0.43
H  3.52507  3.34369  0.50783  0.43
H  2.33556  2.18190  -1.00345  0.28
H  1.14351  4.79568  -0.39929  -0.21
H  -1.12449  1.62139  0.70079  -0.03
H  -1.82719  2.46834  2.06464  0.45
H  0.83239  1.86379  2.90405  0.25
H  0.27797  0.42556  2.06346  0.25
H  -0.64086  1.05829  3.43017  0.36
H  1.00207  3.54206  -3.44079  -0.14
H  -1.20944  2.66019  -3.78980  -0.21
H  -1.17189  0.16288  -1.86827  0.42
H  -0.30822  -2.16142  -1.56586  0.41
H  2.02143  -2.64219  -2.36014  0.44
H  3.33671  -0.82213  -3.36826  0.37
C  -2.36098  -2.53334  0.62796  0.05
C  -3.31550  -2.40056  1.54433  -0.54
C  -4.03741  -3.58259  2.08246  0.29
O  -4.90744  -3.46176  2.91562  -0.53
C  -3.65020  -4.91791  1.55913  -0.47
C  -2.69522  -5.05028  0.64294  -0.40
C  -1.97641  -3.86957  0.10586  0.58
O  -1.10268  -3.99391  -0.72851  -0.56
H  -1.82253  -1.68379  0.22614  0.23
H  -3.61254  -1.43808  1.94117  0.45
H  -4.18868  -5.76398  1.96646  0.40
H  -2.39607  -6.01205  0.24647  0.42



# 2
Computed, not measured: a single C15H22N2O5S2 molecule in a non-equilibrium geometry, with the ωB97M-V functional and the def2-TZVPD basis.

The SMILES is O=S(=O)(NC[C@H]1CCCO1)c1ccc(S(=O)(=O)N2CCCC2)cc1. The value obtained for the HOMO energy is -9.4 eV. For the energy above the lowest of the compared OMol25 structures with the same formula, charge and spin, the calculation gives 45.5 kJ/mol. The molecular weight comes out at 374.48 g/mol.

Each line ends with the Mulliken charge.
Geometry (Å):
O  -2.31393  4.70247  -1.00938  -0.71
S  -1.39782  4.03972  -0.13270  1.29
O  -1.27360  4.47218  1.22681  -0.68
N  0.09796  4.21478  -0.83170  -0.20
C  1.26921  3.76361  -0.12635  -1.09
C  1.83388  2.43398  -0.65103  0.16
C  3.07902  1.98288  0.13842  -0.90
C  2.80861  0.50134  0.40471  -0.55
C  1.28231  0.48252  0.45273  0.33
O  0.87615  1.38720  -0.55557  -0.18
C  -1.77708  2.28428  -0.13033  0.18
C  -1.82697  1.61531  1.07672  -0.56
C  -2.03931  0.24627  1.07839  -0.73
C  -2.19052  -0.40935  -0.12831  0.25
S  -2.27457  -2.19860  -0.12038  1.38
O  -2.72015  -2.64795  -1.40764  -0.73
O  -2.99024  -2.62495  1.04782  -0.74
N  -0.62957  -2.52244  0.06621  0.01
C  -0.23072  -3.14966  1.32253  -0.57
C  0.50872  -4.44837  0.95523  -0.64
C  0.14079  -4.67323  -0.51152  -0.63
C  0.00472  -3.24161  -1.02584  -0.75
C  -2.17902  0.26735  -1.33330  -0.65
C  -1.97861  1.63749  -1.33408  -0.68
H  0.09476  4.05676  -1.82546  0.29
H  0.96726  3.67319  0.91876  0.51
H  2.05029  4.52949  -0.20234  0.26
H  2.05737  2.55330  -1.72029  0.35
H  3.99651  2.14881  -0.42075  0.40
H  3.13840  2.53275  1.07790  0.34
H  3.26245  0.14540  1.32594  0.39
H  3.16166  -0.10698  -0.42823  0.32
H  0.83120  -0.48349  0.22364  -0.43
H  0.92319  0.82285  1.43496  0.19
H  -1.69173  2.17852  1.98691  0.58
H  -2.08686  -0.32381  1.99264  0.51
H  0.41199  -2.46112  1.87979  0.19
H  -1.13073  -3.34112  1.90835  0.44
H  0.20969  -5.27736  1.59234  0.34
H  1.58571  -4.30606  1.05204  0.29
H  -0.82423  -5.17464  -0.58968  0.26
H  0.88885  -5.24738  -1.05367  0.42
H  0.98727  -2.79621  -1.21587  0.24
H  -0.61554  -3.15514  -1.91491  0.53
H  -2.32541  -0.29077  -2.24428  0.53
H  -1.97137  2.20783  -2.24922  0.44



# 3
Computed, not measured: a single C15H22N4O3S molecule in a non-equilibrium geometry, with the ωB97M-V functional and the def2-TZVPD basis.

The SMILES is COc1cc(/C=N/NC(=S)NCCN2CCOCC2)ccc1O. The value obtained for the HOMO energy is -7.8 eV. For the energy above the lowest of the compared OMol25 structures with the same formula, charge and spin, the calculation gives 361.2 kJ/mol. The molecular weight comes out at 338.43 g/mol.

Each line ends with the Mulliken charge.
Geometry (Å):
C  3.63394  -4.97021  -0.07144  -0.89
O  2.23794  -4.96320  0.09105  -0.48
C  1.60272  -3.74721  0.20649  1.08
C  2.21326  -2.51218  0.16398  -0.45
C  1.45288  -1.34039  0.28102  -0.42
C  2.12870  -0.06663  0.23090  -0.37
N  1.52818  1.03496  -0.01522  0.01
N  2.25559  2.16366  0.02550  -0.33
C  1.81549  3.43286  -0.17846  0.06
S  2.80895  4.66472  0.32073  -0.47
N  0.62959  3.70937  -0.74495  -0.06
C  -0.18020  2.88095  -1.61125  -0.30
C  -1.68360  3.14701  -1.37548  -1.12
N  -2.34421  2.29354  -0.41686  -0.06
C  -1.70315  2.26771  0.88807  0.12
C  -2.59033  1.48421  1.85586  -0.91
O  -2.81821  0.17348  1.39188  -0.37
C  -3.44024  0.20112  0.12976  -0.78
C  -2.58706  0.94514  -0.89892  -0.30
C  0.07708  -1.43989  0.47519  -0.32
C  -0.53648  -2.67449  0.53064  -1.05
C  0.20826  -3.83508  0.38821  0.50
O  -0.39791  -5.04450  0.43486  -0.62
H  4.13777  -4.50928  0.78376  0.35
H  3.93174  -4.45765  -0.99145  0.34
H  3.91839  -6.01929  -0.13510  0.25
H  3.28051  -2.42980  0.02684  0.44
H  3.21002  -0.07555  0.41971  0.36
H  3.21676  2.11720  0.37304  0.28
H  0.46407  4.70447  -0.82650  0.24
H  0.06136  1.83554  -1.42021  0.22
H  0.06327  3.11154  -2.65677  0.38
H  -2.21796  3.04102  -2.32235  0.35
H  -1.80525  4.18074  -1.03459  0.51
H  -1.59134  3.29462  1.24182  0.48
H  -0.70952  1.79402  0.85301  -0.12
H  -2.10678  1.38525  2.82907  0.38
H  -3.55077  2.00788  1.97396  0.41
H  -3.58157  -0.83916  -0.16817  0.34
H  -4.41956  0.69662  0.20938  0.37
H  -3.13305  1.00531  -1.84336  0.49
H  -1.65459  0.38220  -1.06688  0.17
H  -0.50772  -0.54861  0.62235  0.47
H  -1.59788  -2.75568  0.69776  0.46
H  0.28094  -5.72634  0.33313  0.34



# 4
Computed, not measured: a single C15H22N6OS2 molecule in a non-equilibrium geometry, with the ωB97M-V functional and the def2-TZVPD basis.

The SMILES is CSc1nc2nc3c(c(NCCN4CCOCC4)n2n1)SCCC3. The value obtained for the HOMO energy is -7.8 eV. For the energy above the lowest of the compared OMol25 structures with the same formula, charge and spin, the calculation gives 3.4 kJ/mol. The molecular weight comes out at 366.52 g/mol.

Each line ends with the Mulliken charge.
Geometry (Å):
C  -0.25207  -4.39450  3.37481  -0.82
S  0.12488  -4.14520  1.56333  -0.04
C  0.43353  -2.39096  1.56806  0.02
N  0.60018  -1.58119  2.67154  -0.57
C  0.92433  -0.40441  2.20968  0.30
N  1.23138  0.76345  2.90050  -0.67
C  1.44165  1.83807  2.19143  0.70
C  1.36550  1.85849  0.72003  0.72
C  1.08992  0.64571  0.07534  -0.17
N  0.97096  0.39181  -1.29637  -0.25
C  0.29304  1.29612  -2.21190  -0.67
C  -0.50922  0.49514  -3.26047  -1.12
N  -1.31921  -0.63276  -2.73421  -0.02
C  -2.26574  -0.31620  -1.67189  -0.12
C  -3.24473  -1.50844  -1.50099  -0.78
O  -2.54514  -2.73680  -1.37437  -0.38
C  -1.75333  -3.03971  -2.50934  -0.81
C  -0.70289  -1.97969  -2.74171  -0.05
N  0.80178  -0.48029  0.86041  0.72
N  0.56221  -1.73810  0.43135  -1.16
S  1.64317  3.33237  -0.22917  -0.12
C  1.65371  4.59120  1.04024  -0.55
C  2.49578  4.16009  2.24087  -0.77
C  1.73536  3.06884  3.02574  -0.53
H  0.57906  -4.00700  4.00375  0.28
H  -1.12434  -3.81464  3.63936  0.28
H  -0.42185  -5.48289  3.56735  0.31
H  0.55266  -0.55093  -1.34854  0.11
H  -0.43321  1.98124  -1.72566  0.40
H  1.06540  1.91147  -2.68558  0.55
H  -1.15598  1.19769  -3.81545  0.35
H  0.16525  0.06882  -4.00853  0.39
H  -2.78821  0.63920  -1.89410  0.37
H  -1.71751  -0.18350  -0.70030  0.03
H  -3.83737  -1.55585  -2.41847  0.40
H  -3.93123  -1.29149  -0.67190  0.36
H  -2.38670  -3.10290  -3.37339  0.40
H  -1.21639  -3.96741  -2.37361  0.38
H  0.00011  -2.03945  -1.93606  0.27
H  -0.17613  -2.17776  -3.71218  0.25
H  2.02881  5.52791  0.57408  0.39
H  0.64563  4.80799  1.37552  0.34
H  3.48082  3.80676  1.92588  0.34
H  2.74337  4.97474  2.96293  0.34
H  0.80998  3.44406  3.41324  0.24
H  2.34277  2.72087  3.85871  0.37



# 5
Computed, not measured: a single C15H22O5 molecule, with the ωB97M-V functional and the def2-TZVPD basis.

The SMILES is COC(C[C@H](O)CC(=O)COCc1ccccc1)OC. The value obtained for the HOMO energy is -9.5 eV. For the energy above the lowest of the compared OMol25 structures with the same formula, charge and spin, the calculation gives 239.2 kJ/mol. The molecular weight comes out at 282.34 g/mol.

Each line ends with the Mulliken charge.
Geometry (Å):
C  4.87855  0.63765  1.14044  -0.75
O  3.91105  -0.39162  1.23013  -0.42
C  3.30798  -0.76708  0.02094  -0.05
C  2.53643  0.36155  -0.67198  -0.85
C  1.34336  0.80824  0.18634  -0.04
O  0.39543  -0.21872  0.29492  -0.53
C  0.73883  2.09751  -0.41153  -0.77
C  -0.47091  2.53498  0.37348  0.22
O  -0.42028  3.34830  1.25999  -0.59
C  -1.79469  1.88756  -0.00129  -0.38
O  -1.68062  1.01594  -1.10393  -0.21
C  -2.92565  0.53200  -1.56814  -0.99
C  -3.69560  -0.29321  -0.56452  0.91
C  -3.04061  -1.18237  0.27915  0.00
C  -3.75927  -1.93660  1.19006  -0.69
C  -5.13683  -1.81983  1.25999  -0.46
C  -5.79502  -0.93912  0.41868  -0.55
C  -5.07700  -0.17530  -0.48426  -0.57
O  4.23934  -1.26253  -0.90504  -0.38
C  4.84137  -2.47719  -0.51124  -0.76
H  5.49557  0.51739  0.24609  0.34
H  4.40947  1.62681  1.13250  0.24
H  5.50126  0.54592  2.02894  0.29
H  2.60191  -1.55877  0.32187  0.48
H  3.21030  1.19450  -0.86485  0.36
H  2.18284  -0.02337  -1.62944  0.37
H  1.68795  0.99956  1.20918  0.38
H  -0.16252  -0.19113  -0.49785  0.37
H  0.45186  1.90529  -1.44636  0.28
H  1.48710  2.88881  -0.36695  0.61
H  -2.51176  2.69411  -0.21959  0.44
H  -2.16633  1.35122  0.88452  0.29
H  -3.54781  1.37469  -1.90592  0.40
H  -2.67610  -0.08229  -2.44058  0.29
H  -1.96604  -1.27722  0.23445  0.28
H  -3.23853  -2.61837  1.84556  0.42
H  -5.69625  -2.41127  1.96934  0.38
H  -6.86934  -0.84124  0.46921  0.38
H  -5.59353  0.51631  -1.13507  0.35
H  5.56601  -2.72331  -1.28442  0.28
H  5.34642  -2.37477  0.45350  0.30
H  4.09163  -3.27306  -0.43630  0.30